Computed, not measured: a structure of composition C19H33BrCl22F6IN3O4S in a non-equilibrium geometry, with ωB97M-V with the def2-TZVPD basis set.

Computed properties:
E	-15202.19998	Eh
total charge	0
molecular weight	1500.319	g/mol
LUMO level	-1.17	eV
HOMO level	-9.7	eV
Kohn-Sham gap	0.315	Eh

Each line ends with the Mulliken charge.
Positions of all 90 atoms, in Å:
C1 -3.88205 3.05356 -2.42608  -0.950
C2 -2.77130 3.00524 -3.42999  0.556
O1 -3.00916 3.36548 -4.55010  -0.605
N1 -1.48066 2.54240 -3.12043  0.810
C3 -0.57549 2.59920 -4.26580  -0.816
C4 -1.43694 1.29260 -2.38100  -0.958
C5 -1.18712 1.59025 -0.87764  -0.548
F1 0.16758 1.53895 -0.74169  -0.480
O2 -1.58146 2.86676 -0.54051  0.079
C6 -2.17586 2.95938 0.74574  -0.689
N2 -2.68193 4.28923 0.91183  -0.662
I1 -0.79912 2.61776 2.36507  0.086
N3 -2.62241 0.40944 -2.64712  -0.289
Br1 -2.62806 -0.11497 -4.47319  0.058
S1 -2.75524 -1.00099 -1.71083  0.918
O3 -3.25571 -0.71361 -0.41625  -0.583
O4 -3.57018 -1.92004 -2.40977  -0.657
C7 -1.14812 -1.90246 -1.49479  0.884
F2 -0.23581 -1.18311 -0.86242  -0.218
F3 -1.46774 -2.91373 -0.70848  -0.261
C8 -0.47142 -2.49890 -2.75582  0.521
F4 -1.29127 -3.18752 -3.50398  -0.195
F5 0.46610 -3.32201 -2.30653  -0.251
F6 0.12177 -1.56427 -3.47035  -0.200
H1 -4.12835 4.08844 -2.25125  0.301
H2 -4.74542 2.60802 -2.89606  0.272
H3 -3.70315 2.51479 -1.51257  0.228
H4 -0.92655 2.07051 -5.14008  0.315
H5 0.39545 2.23580 -3.96306  0.404
H6 -0.43918 3.63566 -4.52688  0.098
H7 -0.54076 0.79641 -2.72371  0.800
H8 -1.64465 0.90038 -0.17730  0.699
H9 -3.02431 2.29188 0.80983  0.722
H10 -1.90575 4.92251 0.76252  0.336
H11 -3.32111 4.42974 0.13659  0.284
C9 4.63557 0.84477 0.04440  -0.036
Cl1 4.51395 2.37159 0.90780  -0.123
Cl2 5.88292 0.87308 -1.21204  -0.132
H12 4.87890 0.06482 0.75781  0.236
H13 3.68694 0.64660 -0.42032  0.067
C10 -3.75158 -3.46715 1.90982  0.531
Cl3 -4.36856 -2.64859 3.34400  -0.177
Cl4 -4.16650 -5.19226 1.90731  -0.194
H14 -4.18219 -3.00417 1.02979  0.034
H15 -2.67297 -3.37593 1.89047  -0.206
C11 -1.29632 6.70119 -3.69393  -0.338
Cl5 0.41746 6.37812 -3.97502  -0.161
Cl6 -1.82515 6.10303 -2.11492  -0.075
H16 -1.45915 7.77081 -3.73090  0.371
H17 -1.87634 6.20101 -4.46110  0.206
C12 -6.19215 -6.48617 -0.80343  0.126
Cl7 -6.74913 -8.15523 -1.00196  -0.166
Cl8 -7.52914 -5.33653 -0.90734  -0.156
H18 -5.72165 -6.38773 0.16532  -0.080
H19 -5.47950 -6.26189 -1.58927  0.295
C13 7.64218 4.45534 2.01734  0.162
Cl9 8.75340 3.61359 3.10268  -0.182
Cl10 7.56793 6.18783 2.36345  -0.171
H20 7.98221 4.31785 0.99872  0.275
H21 6.65328 4.03092 2.14572  -0.097
C14 5.24351 0.96806 4.78720  -0.299
Cl11 3.83141 0.96308 3.72203  -0.074
Cl12 6.64091 1.72499 4.01244  -0.088
H22 4.99919 1.52330 5.68392  0.156
H23 5.49497 -0.05599 5.03569  0.302
C15 2.49259 3.34913 6.92965  0.131
Cl13 1.00552 3.28422 5.96393  -0.112
Cl14 3.87350 4.08180 6.09551  -0.148
H24 2.28886 3.94458 7.81072  0.339
H25 2.75804 2.33849 7.21402  -0.215
C16 2.70877 -0.90808 8.59209  -0.329
Cl15 2.58635 0.59295 9.51798  -0.149
Cl16 3.96029 -0.81591 7.34548  -0.095
H26 2.95800 -1.71310 9.27162  0.326
H27 1.75724 -1.09896 8.11193  0.268
C17 0.01905 -5.38313 1.66266  -0.108
Cl17 1.14917 -6.30831 2.65301  -0.168
Cl18 0.21155 -3.63793 1.89823  -0.134
H28 0.20187 -5.61168 0.61978  0.265
H29 -0.99235 -5.65968 1.93732  0.132
C18 8.11612 -1.63096 -3.74844  -0.219
Cl19 9.21155 -2.49091 -2.66157  -0.147
Cl20 8.06892 0.10097 -3.40443  -0.142
H30 8.45616 -1.77200 -4.76662  0.277
H31 7.11826 -2.03382 -3.62390  0.234
C19 -6.98668 -7.35775 -4.39616  0.235
Cl21 -8.51925 -7.25798 -5.26837  -0.164
Cl22 -5.62593 -6.82083 -5.39313  -0.168
H32 -7.04665 -6.72355 -3.52176  -0.184
H33 -6.81853 -8.38574 -4.10372  0.264

=====

Computed, not measured: a cluster of 3 separate species, C3H7N4 in total in a non-equilibrium geometry, with ωB97M-V with the def2-TZVPD basis set.

Computed properties:
E	-337.05861	Eh
total charge	+1
molecular weight	99.117	g/mol
LUMO level	-6.56	eV
HOMO level	-15.8	eV
Kohn-Sham gap	0.340	Eh

Each line ends with the Mulliken charge.
Positions of all 14 atoms, in Å:
C1 0.81831 -0.05792 0.49139  0.618
C2 -1.41261 -0.27444 -0.24665  0.620
C3 1.79531 -1.12507 0.85445  -1.069
N1 -2.48495 -0.39854 -1.04007  -0.133
N2 -1.48153 0.38132 -1.41595  -0.099
N3 0.73743 1.14381 0.25860  -0.477
N4 -0.64781 -0.57048 0.72990  -0.096
H1 -1.88993 2.03694 -1.77058  -0.151
H2 2.73991 -1.00675 1.17131  0.414
H3 1.87046 -1.64869 -0.16166  0.289
H4 1.18791 -1.77463 1.50665  0.282
H5 1.68618 1.56768 0.07208  0.302
H6 -2.07373 2.86718 -1.92157  0.241
H7 -0.84496 -1.14040 1.47210  0.258

=====

Computed, not measured: a structure of composition C31H36Br2N5O3STeV, with ωB97M-V with the def2-TZVPD basis set.

Computed properties:
E	-8459.67381	Eh
total charge	+3
molecular weight	897.080	g/mol
LUMO level (spin up / spin down)	-10.86 / -9.92	eV
multiplicity	2
HOMO level (spin up / spin down)	-15.2 / -15.3	eV
Kohn-Sham gap (spin up / spin down)	0.160 / 0.197	Eh

Each line ends with the Mulliken charge.
Positions of all 80 atoms, in Å:
V1 -1.94872 1.55410 0.48709  -0.589
Br1 -0.56959 4.45703 -2.23516  0.018
C1 -1.66759 5.13500 -0.85964  -0.633
Br2 -1.56401 4.14179 0.87918  -0.006
H1 -2.71431 5.09129 -1.13320  0.417
H2 -1.34330 6.12676 -0.56599  0.485
N1 -1.83349 -5.34088 4.93392  -0.415
C2 -2.00586 -4.48255 3.92100  1.021
C3 -3.13319 -4.58715 3.07335  -0.875
C4 -3.31333 -3.70908 2.04151  -0.622
C5 -2.35322 -2.71273 1.80738  -0.004
C6 -1.22332 -2.59362 2.62864  0.061
C7 -1.05736 -3.45582 3.67600  -0.952
S1 -2.58165 -1.68758 0.47718  1.028
O1 -3.89362 -1.75485 -0.06408  -0.648
O2 -1.45278 -1.61297 -0.41160  -0.762
N2 -2.50170 -0.04306 1.18316  0.297
C8 -3.49051 0.42305 2.07156  0.500
N3 -3.37611 1.76026 2.07749  -0.096
C9 -4.31024 2.45170 2.73979  0.141
C10 -5.29141 1.77307 3.43672  -0.813
C11 -5.27168 0.38305 3.39607  -0.247
N4 -4.36846 -0.31125 2.68799  -0.373
H3 -2.50976 -6.06038 5.12653  0.216
H4 -1.05507 -5.26188 5.56498  0.210
H5 -3.86190 -5.36764 3.24808  0.360
H6 -4.18914 -3.78079 1.41096  0.556
H7 -0.47684 -1.83046 2.43513  0.237
H8 -0.19451 -3.36538 4.32315  0.380
H9 -4.24769 3.53207 2.71936  0.460
H10 -6.04628 2.30558 3.99599  0.445
H11 -6.00813 -0.20040 3.93474  0.495
C12 -2.36389 0.84499 -3.13054  -1.321
C13 -2.08917 1.37309 -1.77908  0.836
O3 -2.99622 1.95375 -1.06921  -0.508
N5 -0.92755 1.27290 -1.09581  0.680
Te1 0.52993 -0.06197 -1.75411  0.931
C14 1.83897 1.06447 -2.89811  1.027
C15 1.97611 0.55071 -4.20915  0.353
C16 1.08111 -0.51101 -4.80674  -1.772
C17 3.01152 1.04600 -4.98482  -0.955
C18 3.90155 2.00736 -4.51176  0.365
C19 5.01366 2.52319 -5.36969  -1.555
C20 3.72014 2.50366 -3.21939  -0.677
C21 2.70528 2.05425 -2.39836  0.797
C22 2.54499 2.64226 -1.02730  -0.971
C23 1.50542 -0.43972 0.07844  1.337
C24 1.38460 0.18309 1.33047  0.955
C25 0.68026 1.47187 1.64464  -0.924
C26 2.06959 -0.38989 2.39789  -1.039
C27 2.86122 -1.52739 2.27153  0.220
C28 3.61244 -2.08384 3.44357  -1.808
C29 2.95912 -2.10856 1.01567  -1.014
C30 2.28983 -1.59230 -0.08632  0.584
C31 2.43596 -2.29007 -1.41699  -2.021
H12 -3.38693 1.06658 -3.42312  0.478
H13 -2.21366 -0.23942 -3.12822  0.386
H14 -1.66708 1.29243 -3.84483  0.315
H15 0.01850 -0.32032 -4.64449  0.259
H16 1.30865 -1.50939 -4.42285  0.353
H17 1.22875 -0.55025 -5.88350  0.468
H18 3.12985 0.66974 -5.99352  0.432
H19 5.10514 1.95952 -6.29487  0.385
H20 5.96369 2.47648 -4.83674  0.387
H21 4.83700 3.57021 -5.62331  0.358
H22 4.38996 3.27200 -2.85003  0.557
H23 2.78610 3.70453 -1.03865  0.561
H24 3.20246 2.15913 -0.30086  0.444
H25 1.51035 2.55243 -0.69627  -0.544
H26 0.94516 2.30663 1.00292  0.259
H27 0.87827 1.76408 2.67514  0.511
H28 -0.43657 1.40953 1.68644  0.128
H29 2.00379 0.08717 3.36928  0.455
H30 3.20333 -1.73009 4.38810  0.408
H31 4.65854 -1.77504 3.39835  0.370
H32 3.59642 -3.17298 3.43904  0.443
H33 3.57440 -2.99046 0.88237  0.497
H34 3.18491 -3.07694 -1.35369  0.510
H35 2.78367 -1.61480 -2.20804  0.373
H36 1.50520 -2.77389 -1.73075  0.395

=====

Q: Which value of total charge does entry 3 give?
A: +3

=====

Q: Which formula does entry 1 have?
A: C19H33BrCl22F6IN3O4S

=====

Q: Among the records above, which one has the highest total charge?
A: C31H36Br2N5O3STeV